1.
C20H56N2O9 | the ωB97M-V functional and the def2-TZVPD basis

Calculated values
- ΔE to the lowest compared entry with this formula, charge and spin (kcal/mol) = 58.0
- highest occupied orbital energy (Eh) = -0.296
- spin multiplicity = 1
- DFT total energy (eV) = -43050.1589
- orbital gap (eV) = 8.215

Geometry as XYZ:
```
87
C20H56N2O9 (the ωB97M-V functional and the def2-TZVPD basis)
C 1.072 0.014 4.770
O 0.613 -1.364 4.670
H 0.693 0.480 5.680
H 2.153 -0.085 4.867
H 0.761 0.582 3.893
H 0.707 -1.603 3.745
C -0.052 7.488 8.065
O -0.702 8.481 7.258
H -0.406 7.582 9.091
H -0.245 6.477 7.706
H 0.995 7.748 8.225
H -0.862 9.243 7.820
O 6.959 -2.139 7.903
H 7.686 -2.389 8.473
H 7.369 -1.641 7.196
O -0.360 -5.075 1.004
H -1.141 -4.542 1.151
H -0.113 -4.893 0.097
O -3.769 -2.795 6.150
H -4.063 -3.597 5.717
H -2.847 -2.715 5.907
O -1.928 -1.301 10.873
H -2.384 -0.615 11.360
H -2.293 -1.251 9.989
O 2.948 -4.836 8.202
H 2.394 -4.055 8.192
H 3.799 -4.530 7.890
C 4.347 1.656 -3.232
C 4.796 0.233 -3.230
C 5.278 -0.158 -4.660
C 5.900 -1.487 -4.807
C 7.097 -1.513 -3.861
C 6.851 -1.141 -2.386
N 5.913 0.013 -2.243
O 5.589 0.276 -0.891
C 6.269 -2.421 -1.657
C 8.222 -0.852 -1.723
C 3.595 -0.637 -2.925
H 4.158 2.008 -2.218
H 3.455 1.877 -3.820
H 5.121 2.272 -3.689
H 4.428 -0.105 -5.340
H 6.040 0.534 -5.018
H 6.213 -1.645 -5.839
H 5.241 -2.292 -4.481
H 7.878 -0.855 -4.244
H 7.649 -2.446 -3.976
H 7.077 -3.151 -1.593
H 6.001 -2.163 -0.633
H 5.503 -2.976 -2.198
H 8.121 -0.888 -0.638
H 8.973 -1.638 -1.800
H 8.813 0.006 -2.041
H 2.793 -0.524 -3.654
H 3.184 -0.447 -1.933
H 3.885 -1.685 -2.847
H 6.220 0.972 -0.696
C -8.468 0.796 -4.749
C -7.021 0.494 -4.123
C -6.296 1.850 -4.374
C -4.943 2.038 -3.618
C -5.238 1.939 -2.081
C -6.017 0.637 -1.638
N -7.114 0.303 -2.544
O -7.962 -0.721 -2.169
C -5.026 -0.496 -1.482
C -6.608 0.944 -0.148
C -6.369 -0.723 -4.776
H -8.549 0.977 -5.821
H -9.076 1.593 -4.322
H -9.016 -0.131 -4.578
H -6.055 1.951 -5.432
H -6.946 2.713 -4.230
H -4.459 2.991 -3.832
H -4.426 1.184 -4.054
H -5.859 2.802 -1.840
H -4.315 2.002 -1.505
H -5.486 -1.480 -1.574
H -4.233 -0.372 -2.219
H -4.461 -0.394 -0.555
H -7.298 0.122 0.044
H -5.839 0.823 0.615
H -7.115 1.895 0.014
H -5.836 -1.242 -3.980
H -5.671 -0.512 -5.586
H -7.192 -1.253 -5.255
H -8.702 -0.226 -1.811
```


2.
C2H9NS2 | the ωB97M-V functional and the def2-TZVPD basis

Calculated values
- ΔE to the lowest compared entry with this formula, charge and spin (kcal/mol) = 23.2
- highest occupied orbital energy (Eh) = -0.308
- spin multiplicity = 1
- DFT total energy (eV) = -25379.7066
- orbital gap (eV) = 8.708

Geometry as XYZ:
```
14
C2H9NS2 (the ωB97M-V functional and the def2-TZVPD basis)
S -2.243 0.563 -0.478
S -1.111 1.859 0.652
H -1.438 -0.479 -0.242
H -0.725 2.708 -0.343
C 1.106 -1.614 0.655
N 1.924 -1.460 -0.532
C 3.347 -1.575 -0.452
H 0.101 -1.860 0.301
H 1.420 -2.497 1.205
H 1.066 -0.705 1.260
H 1.567 -0.753 -1.151
H 3.730 -1.281 0.541
H 3.869 -0.887 -1.119
H 3.727 -2.580 -0.660
```


3.
COP2 | the ωB97M-V functional and the def2-TZVPD basis

Calculated values
- ΔE to the lowest compared entry with this formula, charge and spin (kcal/mol) = 8.5
- highest occupied orbital energy (Eh) = -0.358
- spin multiplicity = 1
- DFT total energy (eV) = -21660.2485
- orbital gap (eV) = 8.892

Geometry as XYZ:
```
4
COP2 (the ωB97M-V functional and the def2-TZVPD basis)
C 1.045 0.037 0.311
O 0.948 -0.126 -0.798
P -3.129 -0.071 -0.629
P -1.688 0.046 0.692
```


4.
C12H10ClN3Nd | the ωB97M-V functional and the def2-TZVPD basis

Calculated values
- highest occupied orbital energy (alpha / beta) (Eh) = -0.162 / -0.163
- total charge = -1
- spin multiplicity = 4
- DFT total energy (eV) = -44878.9346
- orbital gap (alpha / beta) (eV) = 7.072 / 7.103

Geometry as XYZ:
```
27
C12H10ClN3Nd (the ωB97M-V functional and the def2-TZVPD basis)
C 1.757 -2.271 0.315
C 2.424 -1.083 -0.143
C 1.860 -0.718 -1.408
H 3.237 -0.562 0.368
C 0.828 -1.654 -1.719
C 0.772 -2.621 -0.659
H 0.084 -3.461 -0.614
H 1.929 -2.773 1.268
H 2.211 0.095 -2.053
H 0.268 -1.682 -2.654
Nd -0.036 -0.539 0.615
Cl 0.704 0.035 2.998
C -1.288 2.573 0.255
C -1.414 2.133 -1.097
C -0.108 2.043 -1.653
H -2.337 1.875 -1.602
C 0.829 2.429 -0.647
C 0.102 2.751 0.534
H 0.530 3.043 1.489
H -2.103 2.727 0.955
H 0.141 1.729 -2.661
H 1.909 2.454 -0.755
N -2.200 -1.237 0.957
C -2.931 -1.570 1.835
N -3.544 -1.871 2.885
C -4.683 -2.391 3.193
N -5.691 -2.855 3.606
```


5.
H3N3O | the ωB97M-V functional and the def2-TZVPD basis

Calculated values
- ΔE to the lowest compared entry with this formula, charge and spin (kcal/mol) = 119.1
- highest occupied orbital energy (alpha / beta) (Eh) = -0.381 / -0.313
- spin multiplicity = 1
- DFT total energy (eV) = -6560.2235
- orbital gap (alpha / beta) (eV) = 10.143 / 8.464

Geometry as XYZ:
```
7
H3N3O (the ωB97M-V functional and the def2-TZVPD basis)
N 0.100 -0.971 -1.248
N -0.087 0.460 1.150
N 0.962 -0.394 -0.754
O 2.072 0.004 -0.676
H 0.001 -1.520 -2.142
H 0.171 1.434 0.913
H 0.779 0.036 1.619
```


6.
C4H4O3 | the ωB97M-V functional and the def2-TZVPD basis

Calculated values
- ΔE to the lowest compared entry with this formula, charge and spin (kcal/mol) = 13.4
- highest occupied orbital energy (Eh) = -0.355
- spin multiplicity = 1
- DFT total energy (eV) = -10354.6304
- orbital gap (eV) = 9.929

Geometry as XYZ:
```
11
C4H4O3 (the ωB97M-V functional and the def2-TZVPD basis)
C 0.302 -0.283 -0.175
C 1.478 -0.866 -0.269
C 0.431 1.063 0.152
C -0.974 -1.002 -0.211
O 1.451 1.706 0.179
O 2.572 -1.217 -0.379
O -0.775 1.692 0.558
H -1.757 -0.419 -0.657
H -1.245 -1.339 0.775
H -0.941 -1.882 -0.830
H -0.542 2.547 0.856
```


7.
C18H19NO9 | the ωB97M-V functional and the def2-TZVPD basis

Calculated values
- ΔE to the lowest compared entry with this formula, charge and spin (kcal/mol) = 33.7
- highest occupied orbital energy (Eh) = -0.331
- spin multiplicity = 1
- DFT total energy (eV) = -38889.8105
- orbital gap (eV) = 8.978

Geometry as XYZ:
```
47
C18H19NO9 (the ωB97M-V functional and the def2-TZVPD basis)
O -5.265 2.385 7.399
O 7.575 2.195 -4.566
O -2.336 -1.198 1.367
O 2.539 -2.034 -1.012
O 7.063 4.072 -3.431
O 0.995 -1.684 -2.512
O -5.537 0.568 6.036
O -3.812 1.918 5.719
O -2.044 -0.645 4.062
C -4.904 1.692 6.465
C 6.841 2.807 -3.775
C -1.189 -1.093 1.858
C 1.686 -1.359 -1.521
C -4.807 0.064 5.036
C -3.739 0.878 4.823
C 4.908 3.117 -2.199
C 5.107 1.001 -3.329
C 3.682 2.760 -1.677
C 3.874 0.618 -2.847
C 5.588 2.275 -3.157
C 3.121 1.499 -1.981
N -0.993 -0.906 3.220
C -5.226 -1.168 4.346
C -2.576 0.688 3.883
C 0.025 -1.253 0.900
C 1.646 1.188 -1.603
C 0.078 -0.070 -0.115
C 1.455 -0.048 -0.729
H 8.010 4.213 -3.605
H 1.455 -2.429 -2.868
H 5.367 3.966 -1.739
H 5.701 0.349 -3.959
H 3.137 3.437 -1.061
H 3.566 -0.311 -3.276
H -0.081 -0.842 3.609
H -4.442 -1.369 3.572
H -5.254 -2.010 5.045
H -6.161 -1.023 3.860
H -1.822 1.516 3.981
H -2.977 0.787 2.844
H 0.003 -2.172 0.271
H 0.982 -1.284 1.484
H 0.961 1.109 -2.484
H 1.265 2.008 -1.028
H -0.158 0.823 0.482
H -0.662 -0.247 -0.949
H 2.227 0.081 0.029
```


8.
C4H8FN | the ωB97M-V functional and the def2-TZVPD basis

Calculated values
- ΔE to the lowest compared entry with this formula, charge and spin (kcal/mol) = 33.9
- highest occupied orbital energy (Eh) = -0.328
- spin multiplicity = 1
- DFT total energy (eV) = -8483.5698
- orbital gap (eV) = 10.015

Geometry as XYZ:
```
14
C4H8FN (the ωB97M-V functional and the def2-TZVPD basis)
C 0.277 1.254 -1.628
C -0.087 -0.847 -0.228
C -0.093 -1.211 1.232
C 0.031 -0.223 2.068
H 0.330 2.367 -1.556
H 1.331 0.875 -1.625
H -0.150 0.982 -2.619
H -1.314 0.783 -0.646
H 0.836 -1.088 -0.713
H -0.891 -1.471 -0.771
H 0.013 -2.289 1.519
H -0.046 0.852 2.091
N -0.340 0.605 -0.496
F 0.104 -0.590 3.372
```